{
  "formula": "C5H11NO2",
  "method": "ωB97M-V with the def2-TZVPD basis set",
  "species": ["C", "C", "C", "C", "C", "H", "H", "H", "H", "H", "H", "H", "H", "H", "H", "H", "N", "O", "O"],
  "coordinates": [[0.938, -1.929, -0.048], [-0.335, -1.476, -0.793], [-1.980, 0.382, -0.476], [-0.657, 1.002, -0.275], [-0.380, 1.778, 0.839], [2.334, -1.135, 1.052], [1.531, -2.876, -0.442], [0.436, -2.213, 1.055], [0.132, -0.894, -1.701], [-1.077, -2.253, -1.309], [-2.783, 0.646, 0.338], [-2.363, 0.191, -1.565], [0.188, 0.878, -0.983], [-0.739, 2.915, 1.210], [-0.638, 1.197, 1.969], [1.331, 0.985, 0.140], [-1.149, -0.506, 0.185], [1.864, -0.892, -0.177], [1.158, 1.836, 0.609]],
  "mulliken_charge": [-0.49, -0.53, -0.24, -0.59, -0.24, 0.42, 0.30, 0.32, 0.27, 0.35, 0.24, 0.25, 0.61, 0.26, 0.19, 0.38, -0.33, -0.59, -0.58],
  "e_homo_ev": -9.28,
  "total_charge": 0,
  "e_above_lowest_kj_mol": 815.7,
  "e_lumo_ev": -0.039,
  "total_energy_ha": -402.06746,
  "fmax_ev_per_a": 8.4,
  "orbital_gap_ev": 9.24
}